(1)
The following is a DFT calculation (the ωB97M-V functional and the def2-TZVPD basis) of a 2-piece molecular cluster, C5H12N2O2 overall in a non-equilibrium geometry.

Geometry as XYZ:
```
21
Properties=species:S:1:pos:R:3:lowdin_charge:R:1
N -0.955 -0.717 0.435 -0.016
C -1.729 0.004 -0.547 -0.178
C -1.754 1.494 -0.268 -0.526
O -1.390 2.019 0.750 0.103
O -2.248 2.183 -1.317 0.100
H -1.288 -0.520 1.376 0.100
H -0.549 -1.767 0.081 0.142
H -1.304 -0.162 -1.541 0.123
H -2.778 -0.323 -0.603 0.128
H -2.241 3.128 -1.098 0.129
C 1.543 -0.671 1.625 -0.060
C 1.153 -0.820 0.178 -0.526
C 1.543 0.342 -0.701 -0.044
N 1.002 -2.067 -0.274 0.005
H 1.102 0.229 2.052 0.076
H 2.630 -0.597 1.694 0.086
H 1.223 -1.540 2.197 0.080
H 1.165 1.277 -0.292 0.075
H 1.165 0.223 -1.716 0.076
H 2.632 0.406 -0.741 0.089
H 1.077 -2.119 -1.288 0.038
```

Its highest occupied orbital energy is -8.584 eV. The calculation puts the HOMO-LUMO gap at 9.21 eV. Its SMILES is NCC(=O)O.CC(C)=N.

=====

(2)
The following is a DFT calculation (the ωB97M-V functional and the def2-TZVPD basis) of one molecule with the formula C2HF3N2 in a non-equilibrium geometry.

Geometry as XYZ:
```
8
Properties=species:S:1:pos:R:3:lowdin_charge:R:1
F 0.436 -1.236 1.198 0.150
C 0.595 0.022 0.794 -0.654
F 1.676 0.572 1.303 0.187
F -0.507 0.661 1.358 0.073
N 0.480 0.157 -0.648 0.112
C -0.777 0.084 -1.206 -0.244
N -0.410 -1.019 -1.524 0.286
H -1.495 0.759 -1.276 0.091
```

Its highest occupied orbital energy is -10.919 eV. The calculation puts the HOMO-LUMO gap at 11.04 eV. Its SMILES is FC(F)(F)N1C=N1.

=====

(3)
The following is a DFT calculation (the ωB97M-V functional and the def2-TZVPD basis) of C48H49CsF6NPSbTe as an isolated structure in a non-equilibrium geometry.

Geometry as XYZ:
```
108
Properties=species:S:1:pos:R:3:lowdin_spin:R:1
Cs 0.102 -0.689 2.478 0.000
C -6.835 -2.896 -1.219 0.000
C -6.481 -1.861 -2.071 0.000
C -5.297 -1.180 -1.874 0.000
C -4.450 -1.522 -0.823 0.000
C -4.811 -2.558 0.027 0.000
C -5.997 -3.244 -0.174 0.000
P -2.850 -0.637 -0.567 0.000
C -3.631 1.033 -0.591 0.000
C -3.856 1.827 -1.708 0.000
C -4.540 3.025 -1.589 0.000
C -5.018 3.438 -0.356 0.000
C -4.796 2.654 0.764 0.000
C -4.098 1.466 0.649 0.000
C -2.218 -0.849 -2.271 0.001
C -1.426 0.134 -2.856 0.001
C -0.919 -0.052 -4.129 0.000
C -1.126 -1.247 -4.795 0.000
C -1.856 -2.256 -4.189 0.001
C -2.409 -2.055 -2.940 0.001
H -7.762 -3.433 -1.371 0.000
H -7.126 -1.589 -2.897 0.000
H -5.018 -0.377 -2.542 0.000
H -4.152 -2.829 0.841 0.000
H -6.265 -4.058 0.483 0.000
H -3.496 1.512 -2.678 0.000
H -4.703 3.640 -2.465 0.000
H -5.565 4.368 -0.265 0.000
H -5.155 2.972 1.733 0.000
H -3.906 0.872 1.533 0.000
H -1.213 1.037 -2.303 0.000
H -0.356 0.739 -4.606 0.000
H -0.712 -1.401 -5.782 0.000
H -1.997 -3.202 -4.695 0.000
H -2.992 -2.844 -2.483 0.000
C -0.646 -4.325 -0.821 -0.008
C 0.570 -3.573 -1.285 -0.005
C 1.633 -4.267 -1.869 0.164
C 2.768 -3.577 -2.273 0.002
C 3.935 -4.329 -2.859 -0.007
C 2.840 -2.203 -2.141 0.140
C 1.783 -1.446 -1.558 0.023
C 0.660 -2.216 -1.132 0.125
N 1.672 -0.147 -1.328 0.448
C 2.496 0.890 -1.875 0.044
C 2.595 0.823 -3.414 0.019
C 3.297 2.055 -3.974 0.003
C 4.712 2.128 -3.407 0.000
C 4.636 2.220 -1.882 0.004
C 3.879 3.488 -1.499 0.000
C 2.466 3.419 -2.069 0.000
C 2.526 3.315 -3.591 0.000
C 1.762 2.194 -1.502 0.001
C 3.926 0.995 -1.307 0.023
H -1.044 -4.953 -1.622 -0.002
H -1.418 -3.629 -0.488 0.000
H -0.387 -4.980 0.012 -0.003
H 1.572 -5.341 -1.995 0.010
H 3.725 -5.394 -2.898 0.000
H 4.829 -4.184 -2.254 -0.002
H 4.157 -3.985 -3.870 -0.002
H 3.750 -1.715 -2.467 0.007
H -0.163 -1.655 -0.704 0.004
H 1.587 0.743 -3.820 0.000
H 3.136 -0.073 -3.715 0.001
H 3.345 1.981 -5.071 0.001
H 5.236 3.004 -3.805 0.000
H 5.274 1.239 -3.705 0.000
H 5.654 2.273 -1.474 0.001
H 4.399 4.369 -1.890 0.000
H 3.832 3.574 -0.411 0.000
H 1.914 4.326 -1.787 0.000
H 3.014 4.201 -4.008 0.000
H 1.512 3.264 -3.998 0.000
H 0.740 2.129 -1.879 0.000
H 1.704 2.255 -0.413 0.000
H 3.869 1.077 -0.219 0.000
H 4.495 0.095 -1.544 0.000
F -1.215 -3.298 3.066 0.000
Sb -0.268 -4.528 4.210 0.000
F -1.577 -5.858 3.795 0.000
F -1.322 -3.950 5.693 0.000
F 0.635 -5.800 5.298 0.000
F 1.050 -3.228 4.719 0.000
F 0.801 -5.063 2.724 0.000
C -4.317 1.797 5.526 0.000
C -3.844 2.714 4.603 0.000
C -2.856 2.336 3.702 0.000
C -2.318 1.048 3.675 0.000
C -2.831 0.147 4.611 0.000
C -3.808 0.511 5.528 0.000
H -5.078 2.080 6.245 0.000
H -4.243 3.726 4.592 0.000
H -2.500 3.077 2.989 0.000
H -2.473 -0.877 4.641 0.000
H -4.170 -0.214 6.249 0.000
Te 3.365 2.605 2.694 0.001
C 4.401 2.716 4.505 0.000
C 3.771 3.015 5.708 0.000
C 4.472 3.079 6.894 0.000
C 5.840 2.845 6.912 0.000
C 6.486 2.562 5.720 0.000
C 5.776 2.506 4.541 0.000
H 2.704 3.197 5.707 0.000
H 3.954 3.308 7.819 0.000
H 6.397 2.881 7.839 0.000
H 7.555 2.378 5.717 0.000
H 6.294 2.284 3.618 0.000
```

Its highest occupied orbital energy (alpha / beta) is -1.474 / -1.473 eV. The calculation puts the HOMO-LUMO gap (alpha / beta) at 4.89 / 3.91 eV. Its total charge is -2. Its spin multiplicity is 2.

=====

(4)
The following is a DFT calculation (the ωB97M-V functional and the def2-TZVPD basis) of an isolated ion of composition CH4ClN2OS and charge +1 in a non-equilibrium geometry.

Geometry as XYZ:
```
10
Properties=species:S:1:pos:R:3:lowdin_charge:R:1
C 1.410 0.536 -0.181 -0.981
N -2.101 -0.451 -0.696 0.015
N 1.345 -0.215 0.906 0.133
O -0.948 0.049 -0.010 -0.584
S -0.048 0.968 -1.072 1.107
Cl 2.805 1.362 -0.687 0.800
H -2.765 0.185 -0.317 0.084
H -2.264 -1.463 -0.479 0.132
H 2.149 -0.338 1.573 0.185
H 0.417 -0.632 0.963 0.109
```

Its highest occupied orbital energy is -14.725 eV. The calculation puts the HOMO-LUMO gap at 9.68 eV. Its total charge is +1.

=====

(5)
The following is a DFT calculation (the ωB97M-V functional and the def2-TZVPD basis) of CHNO3S as an isolated structure in a non-equilibrium geometry.

Geometry as XYZ:
```
7
Properties=species:S:1:pos:R:3:lowdin_charge:R:1
C -2.446 0.028 -1.682 -0.919
N -1.411 0.402 -0.123 0.004
O -1.369 0.813 -1.411 0.020
O -2.481 -0.467 -0.378 0.019
O 0.107 -0.359 0.000 -0.046
S -3.548 -0.131 -2.780 0.849
H 0.476 0.151 0.759 0.074
```

Its highest occupied orbital energy is -10.276 eV. The calculation puts the HOMO-LUMO gap at 9.67 eV.

=====

(6)
The following is a DFT calculation (the ωB97M-V functional and the def2-TZVPD basis) of a 2-piece molecular cluster, C58H77N5O2S overall in a non-equilibrium geometry.

Geometry as XYZ:
```
143
Properties=species:S:1:pos:R:3:lowdin_charge:R:1
C -5.350 -1.892 0.992 -0.064
C -5.267 -1.376 2.434 -0.388
C -6.267 -0.236 2.650 -0.081
C -3.836 -1.011 2.797 -0.177
C -3.348 0.289 2.677 0.024
C -2.020 0.606 2.940 -0.076
C -1.551 2.048 2.830 -0.349
C -2.668 3.071 2.603 -0.067
C -0.442 2.233 1.813 -0.042
C -1.115 -0.445 3.313 -0.042
C 0.329 -0.264 3.501 -0.134
N 0.910 0.386 4.589 0.050
C 0.283 1.409 5.394 -0.084
C 0.645 2.762 5.212 -0.132
C 1.851 3.157 4.367 -0.373
C 3.119 3.047 5.204 -0.061
C 1.718 4.522 3.683 -0.066
C -0.154 3.740 5.818 -0.027
C -1.297 3.377 6.526 -0.055
C -1.597 2.037 6.760 -0.016
C -0.775 1.033 6.249 -0.113
C -0.917 -0.427 6.660 -0.365
C -2.329 -0.802 7.111 -0.069
C 0.116 -0.829 7.712 -0.039
N 2.252 0.241 4.565 0.130
N 2.525 -0.547 3.496 0.015
C 3.903 -0.828 3.171 -0.063
C 4.506 -0.128 2.106 -0.109
C 3.790 0.999 1.361 -0.363
C 3.765 0.759 -0.145 -0.073
C 4.407 2.363 1.672 -0.048
C 5.835 -0.405 1.780 -0.030
C 6.582 -1.275 2.568 -0.062
C 6.011 -1.832 3.711 -0.041
C 4.674 -1.629 4.033 -0.121
C 4.174 -2.231 5.350 -0.363
C 2.831 -2.954 5.279 -0.062
C 4.160 -1.195 6.475 -0.068
C 1.361 -0.767 2.723 -0.243
C 1.258 -1.303 1.437 -0.027
C -1.632 -1.765 3.498 -0.119
C -0.767 -2.913 4.015 -0.371
C -0.336 -3.855 2.891 -0.059
C -1.462 -3.713 5.118 -0.055
C -2.965 -2.020 3.199 0.013
H -4.709 -2.769 0.852 0.077
H -6.379 -2.173 0.745 0.076
H -5.022 -1.118 0.286 0.088
H -5.544 -2.209 3.097 0.132
H -6.165 0.193 3.651 0.082
H -6.130 0.558 1.907 0.077
H -7.286 -0.623 2.547 0.077
H -4.023 1.076 2.344 0.099
H -1.117 2.278 3.813 0.101
H -3.458 2.960 3.356 0.080
H -2.273 4.091 2.693 0.079
H -3.101 2.963 1.599 0.086
H 0.383 1.536 2.001 0.061
H -0.804 2.027 0.799 0.075
H -0.030 3.250 1.844 0.077
H 1.915 2.400 3.573 0.107
H 3.319 1.986 5.390 0.055
H 3.976 3.491 4.686 0.072
H 2.988 3.546 6.173 0.089
H 0.719 4.664 3.250 0.069
H 1.915 5.337 4.392 0.081
H 2.445 4.601 2.863 0.075
H 0.119 4.796 5.725 0.117
H -1.952 4.153 6.933 0.110
H -2.459 1.766 7.377 0.110
H -0.703 -0.988 5.742 0.095
H -3.058 -0.613 6.313 0.091
H -2.370 -1.867 7.377 0.069
H -2.612 -0.229 8.003 0.076
H 1.137 -0.600 7.380 0.067
H -0.068 -0.279 8.647 0.090
H 0.051 -1.906 7.922 0.084
H 2.751 0.996 1.710 0.106
H 3.271 -0.192 -0.367 0.066
H 3.197 1.553 -0.648 0.071
H 4.784 0.731 -0.553 0.075
H 4.487 2.519 2.755 0.066
H 5.413 2.436 1.236 0.083
H 3.781 3.162 1.251 0.082
H 6.281 0.089 0.914 0.113
H 7.619 -1.486 2.314 0.105
H 6.630 -2.451 4.365 0.115
H 4.927 -2.989 5.611 0.124
H 2.749 -3.601 4.397 0.089
H 2.693 -3.570 6.179 0.086
H 2.013 -2.226 5.262 0.047
H 5.144 -0.737 6.613 0.083
H 3.441 -0.404 6.230 0.042
H 3.858 -1.665 7.418 0.079
H 2.085 -1.853 1.003 0.066
H 0.288 -1.112 0.980 0.044
H 0.144 -2.471 4.442 0.097
H 0.189 -3.305 2.104 0.037
H 0.343 -4.627 3.276 0.082
H -1.216 -4.344 2.448 0.082
H -1.907 -3.052 5.871 0.052
H -2.260 -4.337 4.692 0.078
H -0.741 -4.369 5.623 0.086
H -3.335 -3.043 3.292 0.122
C 0.330 3.676 -6.252 -0.056
C 0.264 2.629 -5.175 -0.273
C -0.965 2.076 -4.801 -0.038
C -1.059 1.200 -3.722 -0.044
C 0.101 0.857 -3.012 -0.266
S -0.015 0.085 -1.406 0.635
N 0.848 -1.309 -1.516 -0.052
C 0.603 -2.480 -1.008 -0.122
C 0.716 -3.671 -1.855 -0.181
C 0.257 -4.946 -1.438 -0.017
C 0.266 -6.025 -2.306 -0.004
C 0.811 -5.895 -3.610 -0.246
N 0.871 -7.004 -4.459 -0.251
C -0.283 -7.495 -5.186 -0.075
C 2.132 -7.551 -4.908 -0.082
C 1.311 -4.635 -4.014 0.003
C 1.229 -3.539 -3.162 -0.013
O 0.724 0.987 -0.540 -0.323
O -1.401 -0.189 -1.100 -0.294
C 1.348 1.327 -3.436 -0.052
C 1.422 2.212 -4.508 -0.033
H 1.345 4.075 -6.339 0.074
H 0.040 3.275 -7.232 0.084
H -0.349 4.510 -6.029 0.085
H -1.864 2.366 -5.348 0.118
H -2.019 0.796 -3.412 0.111
H 0.218 -2.686 -0.007 0.086
H -0.132 -5.059 -0.424 0.112
H -0.116 -7.000 -1.996 0.118
H -1.199 -7.081 -4.755 0.089
H -0.228 -7.212 -6.252 0.083
H -0.316 -8.594 -5.135 0.081
H 2.931 -7.293 -4.205 0.092
H 2.043 -8.646 -4.963 0.083
H 2.401 -7.176 -5.908 0.080
H 1.720 -4.525 -5.019 0.117
H 1.553 -2.561 -3.510 0.110
H 2.253 1.020 -2.918 0.108
H 2.388 2.616 -4.814 0.114
```

Its highest occupied orbital energy is -5.820 eV. The calculation puts the HOMO-LUMO gap at 5.37 eV.

=====

(7)
The following is a DFT calculation (the ωB97M-V functional and the def2-TZVPD basis) of a 4-piece molecular cluster, C3H13NO3 overall in a non-equilibrium geometry.

Geometry as XYZ:
```
20
Properties=species:S:1:pos:R:3:lowdin_charge:R:1
C -0.965 1.575 2.736 -0.136
C -1.488 1.599 1.340 -0.152
C -0.816 2.286 0.380 -0.189
N -1.111 2.116 -0.987 0.052
H -0.170 0.781 2.879 0.092
H -0.664 2.510 3.182 0.066
H -1.559 1.352 3.579 0.041
H -2.301 1.001 1.014 0.084
H 0.039 2.841 0.536 0.093
H -0.942 2.922 -1.438 0.033
H -1.967 1.754 -1.249 0.065
O 0.396 -0.378 -1.575 -0.056
H 0.614 -0.009 -0.702 0.052
H 0.291 0.266 -2.271 0.037
O 0.206 -3.290 -1.045 -0.034
H 0.384 -2.352 -1.209 -0.008
H -0.696 -3.158 -1.102 -0.008
O 3.059 -2.590 -0.172 -0.044
H 2.606 -3.447 -0.171 0.039
H 2.466 -1.966 -0.531 -0.027
```

Its highest occupied orbital energy is -8.514 eV. The calculation puts the HOMO-LUMO gap at 9.03 eV. Its SMILES is C/C=C/N.O.O.O.

=====

(8)
The following is a DFT calculation (the ωB97M-V functional and the def2-TZVPD basis) of C2H8AlS as an isolated structure.

Geometry as XYZ:
```
12
Properties=species:S:1:pos:R:3:lowdin_charge:R:1
C 1.781 0.049 -0.101 -0.242
C 0.425 -0.585 0.275 -0.419
Al -1.091 0.670 -0.080 -0.106
S -3.117 -0.242 0.596 0.154
H 2.287 -0.491 -0.908 0.045
H 1.688 1.087 -0.442 0.028
H 2.489 0.073 0.734 0.045
H 0.417 -0.859 1.334 0.023
H 0.294 -1.527 -0.270 0.023
H -0.908 2.011 0.824 -0.125
H -1.130 1.054 -1.666 -0.127
H -3.137 -1.242 -0.296 -0.300
```

Its highest occupied orbital energy is -4.228 eV. The calculation puts the HOMO-LUMO gap at 7.89 eV. Its total charge is -1.